The following is a quantum chemistry calculation of 14 unconnected molecules or ions with the total composition C3H34NO13, from the Open Molecules 2025 dataset.

The geometry in XYZ format:
```
51
Properties=species:S:1:pos:R:3:forces:R:3:nbo_charge:R:1
O -0.23964 2.28953 -2.84056 -5.948 1.818 0.431 -0.947
O -0.86131 3.69966 -0.64136 -1.406 3.311 -0.645 -1.010
O -3.01080 -2.88002 0.30682 -0.069 2.318 3.168 -0.978
O 1.58900 3.25064 0.33811 3.609 0.313 1.374 -0.985
O -0.63610 -3.96640 0.35808 1.628 1.699 -0.409 -0.972
O -3.52086 1.40255 -0.54698 0.392 2.007 0.685 -0.957
O 2.13704 1.37924 -1.50556 1.055 1.559 0.649 -1.014
O 3.70850 -1.06307 0.67653 0.238 -0.048 0.164 -0.990
O -3.49551 0.30352 1.82763 1.222 -2.713 2.866 -0.994
O -0.32527 0.12924 2.83467 0.605 1.020 2.576 -0.987
O 3.27836 -2.08988 -1.72458 0.498 0.506 0.258 -0.959
O -2.44842 2.57634 2.11578 2.345 2.604 -0.357 -0.962
O 0.87378 -3.35295 -1.95012 1.935 0.707 -1.859 -0.969
N 1.32420 -0.12204 0.65828 0.431 -0.537 3.675 -0.503
C 2.02793 -0.17176 1.77912 0.184 1.417 -3.524 0.224
C 0.40990 -1.11535 0.20980 -4.016 -2.398 -2.445 -0.307
C 0.06986 -0.71021 -1.27297 -0.483 1.539 0.138 -0.614
H -3.60467 0.49546 0.93679 -0.400 1.023 -2.983 0.492
H -1.51838 -4.17003 0.13342 -1.625 -0.544 0.130 0.503
H -3.68521 -3.30699 -0.17030 -1.679 -0.662 -0.838 0.476
H -0.24157 0.37678 -1.21266 0.541 -0.888 -0.366 0.192
H 0.57326 2.03051 -2.65605 6.227 -2.077 1.112 0.487
H -3.47453 -2.39572 1.10885 1.309 -1.459 -2.492 0.511
H -1.24105 4.63989 -0.89967 1.058 -2.849 0.961 0.487
H -0.67046 3.32518 -1.52198 0.029 -0.248 -0.085 0.506
H -0.64951 -1.32119 0.73513 2.544 1.207 -0.464 0.239
H -2.96843 0.82313 -1.04594 0.719 -0.473 -0.772 0.472
H 0.18750 -3.72536 -1.46922 -2.179 -1.178 1.997 0.494
H -0.13661 -4.69705 0.66070 0.293 -1.424 0.430 0.483
H 0.67438 -2.18080 0.00306 1.139 0.984 1.338 0.259
H 3.34651 -1.31847 -0.23213 1.415 -0.105 0.852 0.520
H 1.27665 0.70832 0.07422 0.810 -0.047 0.257 0.460
H 2.80715 0.57535 1.96892 -1.005 0.297 -0.122 0.224
H -0.26022 0.40948 3.81824 -0.689 -0.858 -2.492 0.496
H -2.05252 1.72059 2.27833 0.062 -0.357 -0.055 0.485
H -1.19681 -0.23268 2.65497 -0.426 -0.038 0.413 0.506
H 2.00583 -0.92690 2.50441 -0.627 -1.293 0.371 0.217
H 2.06831 2.17353 -0.87229 -0.159 -0.801 -0.971 0.509
H 2.50901 -2.57906 -1.39643 -0.346 -0.186 -0.969 0.514
H 1.04245 -0.79105 -1.91271 -2.382 0.054 0.891 0.218
H -2.93646 2.18052 -0.27611 -0.960 -1.432 -0.376 0.513
H 3.10451 1.32457 -1.63672 -0.632 -0.164 -0.101 0.491
H 3.05068 -1.59255 -2.52487 -0.240 -0.473 0.382 0.489
H 2.35328 3.78743 0.74840 -1.950 -1.192 -0.957 0.496
H -0.90029 -1.17300 -1.65246 1.792 -0.063 0.300 0.235
H -4.11622 0.82965 2.29247 -0.878 0.795 0.654 0.484
H 0.59828 -3.44001 -2.86699 0.240 0.044 -0.147 0.485
H 0.81680 3.78994 0.34727 -1.433 0.762 -0.352 0.521
H -0.36355 2.36826 -3.75780 -0.121 0.156 -1.770 0.490
H -1.64056 3.20232 2.00756 -2.163 -1.559 0.300 0.469
H 4.53670 -1.49908 0.94030 -0.504 -0.074 -0.822 0.502
```
Positions in Å, forces in eV/Å.

Summary:
Net charge: +1
F_max, eV/A: 6.66

***

The following is a quantum chemistry calculation of 2 unconnected molecules or ions with the total composition C4H12, from the Open Molecules 2025 dataset.

The geometry in XYZ format:
```
16
Properties=species:S:1:pos:R:3:forces:R:3:nbo_charge:R:1
C -1.29343 2.46194 -1.34088 -0.180 -0.322 -0.384 -0.614
C -0.76407 1.44507 -0.32667 0.420 0.102 -0.001 -0.615
C 1.72612 -1.68760 0.97489 -0.070 0.253 -0.731 -0.605
C 0.31971 -2.19695 0.71086 -0.128 -0.879 0.603 -0.605
H 0.33124 -3.26339 0.45618 0.097 0.133 -0.131 0.199
H 1.69758 -0.63181 1.23493 0.069 0.050 0.339 0.202
H -0.19368 -1.68438 -0.09463 -0.049 0.240 0.000 0.204
H -0.57113 1.92869 0.62773 -0.031 -0.024 0.150 0.205
H -2.07191 2.04168 -1.97763 -0.218 -0.043 0.184 0.204
H -0.27345 -2.15802 1.63409 -0.067 0.270 -0.283 0.200
H -1.69118 3.34733 -0.85009 -0.028 0.053 -0.103 0.205
H -1.41351 0.59043 -0.14385 -0.183 0.135 -0.061 0.206
H 2.31920 -1.72650 0.05309 0.068 -0.216 0.231 0.200
H 0.19565 1.04644 -0.65204 0.030 -0.133 -0.046 0.203
H -0.53153 2.75604 -2.06258 0.195 0.229 0.267 0.205
H 2.21437 -2.26896 1.75659 0.074 0.150 -0.034 0.205
```
Positions in Å, forces in eV/Å.

Summary:
SMILES: CC.CC
F_max, eV/A: 1.07

***

The following is a quantum chemistry calculation of C13H15I in the gas phase, from the Open Molecules 2025 dataset.

The geometry in XYZ format:
```
29
Properties=species:S:1:pos:R:3:forces:R:3:nbo_charge:R:1
I -0.75527 -4.02020 0.86825 -0.156 -0.335 -0.358 0.180
C -1.40225 -0.11390 0.99052 -2.886 -0.022 1.830 -0.002
C -0.79513 -0.52026 -0.09804 1.300 0.767 -1.947 0.008
C -2.25114 -0.90616 1.92821 1.249 0.478 2.789 -0.653
C -1.35137 1.34599 1.14339 -2.046 -0.073 0.043 -0.239
C 0.59338 -2.07960 -1.73083 -1.700 1.018 0.351 -0.419
C 0.17372 -2.19718 1.03782 1.611 1.248 -0.902 -0.087
C 1.21412 -0.27639 -0.63331 -0.297 2.124 0.426 0.047
C -0.10621 0.68811 -0.67782 0.105 -0.814 -0.422 -0.290
C 1.42240 -0.83767 -2.03676 3.191 -0.658 -0.197 -0.394
C 2.17197 0.29534 0.35920 1.027 0.318 -0.696 -0.617
C -0.54354 1.85112 0.17922 0.656 -1.664 0.332 0.054
C 0.38771 -1.51022 -0.27170 -1.837 -2.593 -0.132 -0.285
C -0.16670 3.23553 -0.13611 -3.866 1.134 1.782 -0.644
H 2.47944 -1.23728 -2.22231 -1.026 0.945 0.448 0.206
H -1.00751 3.61644 -0.87200 2.007 -0.114 1.317 0.230
H -2.77907 -1.77536 1.60828 0.244 -0.708 -0.848 0.229
H 1.22916 -0.21216 -2.89100 -0.539 0.315 -0.141 0.214
H 2.37899 1.34519 0.17572 0.058 0.206 -0.296 0.208
H 1.69891 0.26914 1.30455 -0.542 -0.143 1.169 0.234
H 3.13440 -0.19415 0.45837 0.108 -0.421 -0.142 0.216
H 0.81120 3.27338 -0.50651 1.277 0.479 -0.718 0.221
H -0.38661 0.91787 -1.71653 0.278 -0.039 0.073 0.229
H -3.07792 -0.24454 2.24534 0.550 -0.146 0.465 0.212
H -1.53701 -1.22597 2.80870 -1.832 0.648 -1.203 0.240
H -0.36526 -2.11186 -2.32491 1.155 -0.791 0.650 0.226
H 1.29058 -2.90092 -1.72402 -0.634 -0.860 -0.261 0.222
H -2.19399 1.79787 1.81073 2.215 -0.224 -1.070 0.223
H -0.26700 3.72785 0.92356 0.329 -0.074 -2.341 0.232
```
Positions in Å, forces in eV/Å.

Summary:
F_max, eV/A: 4.41

***

The following is a quantum chemistry calculation of a molecular structure, C11H14N4, from the Open Molecules 2025 dataset.

The geometry in XYZ format:
```
29
Properties=species:S:1:pos:R:3:forces:R:3:nbo_charge:R:1
N 1.83795 -2.22415 -1.40969 -0.181 1.098 -0.250 -0.669
N 1.91134 0.30783 -0.54989 -0.368 -0.453 -2.263 -0.152
N 2.38779 0.53788 0.66842 -0.555 0.948 1.541 -0.375
N 1.08660 -1.32445 -0.55016 2.807 0.167 -0.322 -0.265
C 0.41771 2.21454 -0.26723 1.760 -0.126 0.420 -0.234
C -0.95278 -2.20734 -1.64429 2.580 1.838 2.529 -0.272
C 1.61894 1.25325 1.62097 -1.157 0.191 -5.028 -0.035
C -0.99686 -0.81458 0.45655 2.222 -0.482 -1.694 -0.270
C 0.65502 2.08447 1.13475 -0.525 1.034 1.142 -0.047
C -0.25575 -1.40564 -0.61834 -1.959 -1.050 -0.915 0.166
C -2.27059 -2.31374 -1.54746 -3.548 1.382 1.273 -0.197
C -0.11038 3.04581 2.07033 0.975 -5.696 0.809 -0.610
C 1.12092 1.36566 -1.03135 -1.634 -1.174 -2.725 -0.011
C -3.05120 -1.63611 -0.57935 2.827 -0.471 0.818 -0.257
C -2.32161 -1.00453 0.47175 -3.216 -0.489 -2.067 -0.193
H -0.48287 -0.22273 1.20809 -0.058 -0.313 -0.065 0.216
H -4.11160 -1.76417 -0.59257 -0.429 0.131 0.270 0.206
H 2.96915 -0.23038 0.93575 0.336 0.008 0.542 0.394
H -0.09092 3.07723 -0.68562 -0.263 -0.346 0.067 0.228
H 0.01616 2.42241 3.00778 -0.822 1.674 -0.294 0.211
H 2.54940 -2.64727 -0.83530 0.043 -0.049 0.324 0.348
H 0.44833 3.87310 2.04685 1.934 3.497 0.562 0.211
H 2.38048 -1.77593 -2.18259 -1.058 0.127 0.838 0.353
H -1.09703 3.25246 1.78507 -1.449 -0.070 -0.264 0.216
H -2.88581 -2.85184 -2.20394 -0.218 -1.008 -1.312 0.200
H -0.43145 -2.77372 -2.35915 0.895 -0.363 -0.670 0.227
H 1.74737 1.00918 2.58223 0.694 -0.521 3.559 0.202
H 0.83352 1.34101 -2.14678 1.069 -0.239 1.725 0.210
H -2.92183 -0.58825 1.21517 -0.703 0.755 1.450 0.198
```
Positions in Å, forces in eV/Å.

Summary:
F_max, eV/A: 5.83

***

HOMO energy across the listed records, respectively: -0.486; -0.429; -0.296; -0.247 hartree.